C4H11N2 | wB97M-V/def2-TZVPD

## Properties
charge = +1
ΔE to the lowest compared entry with this formula, charge and spin = 122.7 kJ/mol
SMILES = C=C(N)CC[NH3+]

XYZ file:
```
17
C4H11N2, DFT wB97M-V/def2-TZVPD
C -1.36489 0.85099 1.09395
C -0.91558 -0.22203 0.44968
N -1.45406 -0.75564 -0.71582
C 0.41640 -0.80375 0.79201
C 1.52111 -0.07456 -0.04985
N 0.90058 0.79830 -1.08895
H -0.87481 1.14578 1.99038
H -2.29227 1.28153 0.74578
H -1.29840 -1.73643 -0.88103
H -2.43221 -0.65741 -0.86873
H 0.58425 -1.87604 0.73712
H 0.65619 -0.57517 1.81947
H 2.08331 -0.80685 -0.65110
H 2.18589 0.52524 0.56847
H 0.18480 0.24953 -1.53462
H 1.63336 1.04645 -1.73490
H 0.46633 1.61007 -0.67185
```